Computed, not measured: 3 unconnected molecules or ions with the total composition C51H62FN3O7S3, with ωB97M-V/def2-TZVPD.

Each line ends with the Mulliken charge.
Cartesian coordinates (Å):
C 1.2401 -0.4005 1.3135  -0.827
C 2.6965 -0.0771 1.6265  -0.766
C 3.3179 1.0084 0.7383  -0.555
C 3.3265 0.6848 -0.7646  0.405
C 2.9611 1.8424 -1.7061  -1.206
C 1.6490 2.5712 -1.4109  -1.285
C 0.4141 1.6966 -1.6429  1.812
C 0.0659 1.5338 -3.1347  -1.236
N -1.3481 1.8250 -3.4378  0.691
C -1.7484 1.2286 -4.7301  -1.365
C -1.7985 -0.3028 -4.6515  -0.039
C -2.8789 -0.8860 -5.5582  -0.899
C -3.0438 -2.4102 -5.4073  -0.830
C -4.1445 -2.8494 -4.4278  -1.042
C -3.6480 -3.0903 -2.9906  -0.052
C -3.4005 -4.5748 -2.6398  -0.469
C -2.0502 -4.7932 -1.9608  -1.302
C -1.5879 3.2271 -3.4144  0.248
S -1.1730 4.2554 -4.5820  -0.152
S -2.4080 3.8380 -1.9354  -0.318
C -4.1058 3.3291 -2.3302  -0.645
C -5.0298 3.5753 -1.1226  -0.990
C -5.6878 2.3225 -0.5181  -0.680
N -5.4148 2.1243 0.9178  -0.411
N -4.1736 1.6001 1.3029  0.961
C -3.1137 2.5725 1.5343  -0.960
C -3.7939 0.3559 0.6851  0.063
C -2.8195 0.3991 -0.4655  0.336
O -4.2460 -0.6766 1.0993  -0.553
S -6.7751 1.4833 1.6538  0.984
O -7.2431 0.3370 0.9623  -0.563
O -7.6581 2.5479 1.9642  -0.568
F -6.1270 1.0261 2.9684  -0.104
H 1.1314 -0.9729 0.3912  0.324
H 0.6433 0.5099 1.2209  0.058
H 0.8129 -1.0096 2.1109  0.508
H 3.3054 -0.9805 1.5437  0.284
H 2.7510 0.2742 2.6591  0.374
H 2.8231 1.9592 0.9431  0.306
H 4.3521 1.1204 1.0719  0.403
H 4.3463 0.3973 -1.0312  -0.462
H 2.7090 -0.1867 -0.9926  0.442
H 2.8776 1.4318 -2.7170  0.289
H 3.7810 2.5630 -1.7180  0.447
H 1.6377 3.0055 -0.4111  0.435
H 1.5808 3.4139 -2.1071  0.500
H -0.4483 2.1215 -1.1302  -1.262
H 0.5831 0.7013 -1.2310  -0.081
H 0.2509 0.5075 -3.4453  0.344
H 0.7120 2.1697 -3.7562  0.551
H -1.0688 1.5395 -5.5316  0.287
H -2.7415 1.6102 -4.9713  0.652
H -1.9857 -0.5837 -3.6143  0.052
H -0.8337 -0.7038 -4.9656  0.340
H -2.6043 -0.6836 -6.5965  0.318
H -3.8329 -0.3896 -5.3632  0.488
H -3.2033 -2.8600 -6.3874  0.471
H -2.0905 -2.8136 -5.0479  0.348
H -4.5763 -3.7816 -4.7950  0.429
H -4.9412 -2.1027 -4.4226  0.444
H -2.7210 -2.5422 -2.8059  0.065
H -4.3808 -2.6915 -2.2857  0.264
H -4.1805 -4.9176 -1.9600  0.291
H -3.4410 -5.1756 -3.5500  0.303
H -1.8976 -5.8455 -1.7151  0.408
H -1.9856 -4.2267 -1.0306  0.267
H -1.2304 -4.4908 -2.6151  0.318
H -4.4318 3.9317 -3.1761  0.634
H -4.1165 2.2857 -2.6517  0.272
H -5.8325 4.2174 -1.4826  0.392
H -4.5184 4.1467 -0.3491  0.556
H -6.7675 2.4471 -0.5899  0.575
H -5.4524 1.4297 -1.1055  0.501
H -2.3680 2.5848 0.7382  0.218
H -3.5472 3.5653 1.6166  0.379
H -2.6178 2.3528 2.4819  0.185
H -2.7537 1.3805 -0.9332  -0.370
H -1.8138 0.1584 -0.1142  -0.025
H -3.1342 -0.3382 -1.1991  -0.184
C 10.6892 0.8022 -6.1020  -0.475
C 9.3352 1.0915 -6.2331  -0.498
C 8.4590 0.7996 -5.2021  -0.511
C 8.9322 0.2094 -4.0365  0.109
C 10.2890 -0.0937 -3.9104  0.152
C 11.1656 0.2110 -4.9445  -0.577
C 10.8221 -0.7558 -2.6843  0.571
O 12.0015 -1.0102 -2.5708  -0.663
C 9.8508 -1.0980 -1.6049  0.559
C 10.3102 -1.7551 -0.4699  -0.710
C 9.4286 -2.0725 0.5489  -0.473
C 8.0846 -1.7304 0.4421  -0.600
C 7.6212 -1.0784 -0.6875  -0.480
C 8.5003 -0.7645 -1.7172  0.007
C 7.9724 -0.0816 -2.9336  0.524
O 6.8020 0.2236 -3.0201  -0.679
H 11.3729 1.0371 -6.9072  0.398
H 8.9648 1.5468 -7.1421  0.404
H 7.4043 1.0229 -5.2855  0.475
H 12.2147 -0.0233 -4.8278  0.476
H 11.3586 -2.0107 -0.4009  0.479
H 9.7872 -2.5873 1.4304  0.387
H 7.3986 -1.9759 1.2421  0.433
H 6.5787 -0.8085 -0.7877  0.650
C -2.1849 0.1466 4.6712  -0.333
C -3.5324 -0.0221 4.3699  0.081
C -4.4239 -0.3612 5.3753  -0.727
C -3.9700 -0.5418 6.6763  0.001
C -2.6133 -0.3871 6.9707  0.196
C -1.7238 -0.0351 5.9633  -1.154
C -2.0904 -0.6057 8.3491  0.679
O -0.9140 -0.4620 8.6065  -0.666
C -3.0654 -1.0132 9.4021  0.192
C -2.6006 -1.2683 10.6867  -0.557
C -3.4888 -1.6373 11.6820  -0.484
C -4.8465 -1.7476 11.4009  -0.483
C -5.3145 -1.4974 10.1225  -0.571
C -4.4261 -1.1351 9.1173  0.160
C -4.9530 -0.8933 7.7417  0.518
O -6.1372 -0.9825 7.5012  -0.660
H -1.4876 0.4173 3.8884  0.533
H -3.8779 0.1055 3.3570  0.520
H -5.4759 -0.4930 5.1632  0.564
H -0.6775 0.0888 6.2078  0.464
H -1.5426 -1.1741 10.8891  0.471
H -3.1249 -1.8391 12.6810  0.401
H -5.5394 -2.0315 12.1820  0.400
H -6.3663 -1.5811 9.8859  0.475

Forces on atoms 1 to 6 (eV/Å):
C 0.0 -0.2 0.1
C 0.0 0.3 -0.2
C 0.1 -0.3 0.1
C 0.2 0.1 -0.1
C -0.2 -0.1 0.1
C -0.1 0.0 -0.3

## Properties
Structure (SMILES)   CCCCCCCCN(CCCCCCCC)C(=S)SCCCN(N(C)C(C)=O)S(=O)(=O)F.O=C1c2ccccc2C(=O)c2ccccc21.O=C1c2ccccc2C(=O)c2ccccc21
E   -3965.90155 Ha
Lowest unoccupied orbital energy   -1.1 eV
Frontier orbital gap   7.722 eV
Multiplicity   1